[1]
A structure of composition C67H62As2CaN7O9S. Source: OMol25; level of theory: the ωB97M-V functional and the def2-TZVPD basis.

```
149
Properties=species:S:1:pos:R:3:lowdin_charge:R:1
Ca 0.324 -1.590 -1.283 1.222
C -8.273 -5.967 -4.504 -0.099
O -8.144 -5.069 -3.421 -0.090
C -6.897 -4.565 -3.184 -0.290
C -6.753 -3.797 -2.036 0.003
C -5.519 -3.261 -1.711 -0.042
C -4.397 -3.470 -2.514 -0.206
C -4.568 -4.225 -3.670 -0.018
C -5.802 -4.769 -4.017 -0.016
C -3.032 -2.958 -2.169 -0.095
C -2.402 -3.531 -1.052 -0.264
C -3.030 -4.483 -0.146 -0.009
C -2.077 -4.878 0.726 0.000
C -0.850 -4.203 0.334 -0.242
N -1.101 -3.356 -0.701 0.020
C 0.420 -4.535 0.836 -0.085
C 1.651 -4.128 0.293 -0.275
C 2.940 -4.660 0.704 -0.009
C 3.859 -4.143 -0.143 0.002
C 3.140 -3.271 -1.059 -0.239
C 3.728 -2.614 -2.151 -0.069
C 5.178 -2.906 -2.397 -0.220
C 5.538 -3.753 -3.437 -0.019
C 6.870 -4.055 -3.711 -0.017
C 7.870 -3.498 -2.924 -0.290
O 9.204 -3.724 -3.109 -0.090
C 9.556 -4.631 -4.132 -0.100
C 7.530 -2.655 -1.873 0.000
C 6.200 -2.369 -1.615 -0.030
C 3.073 -1.803 -3.103 -0.255
N 1.744 -1.534 -3.154 0.017
C 1.517 -0.794 -4.264 -0.239
C 0.243 -0.466 -4.778 -0.063
C 0.213 0.289 -6.067 -0.210
C 0.667 1.608 -6.149 -0.026
C 0.621 2.316 -7.336 -0.001
C 0.118 1.716 -8.484 -0.292
O 0.097 2.490 -9.608 -0.090
C -0.596 1.977 -10.727 -0.098
C -0.311 0.394 -8.438 -0.017
C -0.259 -0.302 -7.234 -0.027
C -0.989 -0.901 -4.248 -0.266
C -2.282 -0.695 -4.876 -0.031
C -3.177 -1.421 -4.167 -0.021
C -2.445 -2.050 -3.081 -0.265
N -1.141 -1.669 -3.131 0.018
C 2.779 -0.523 -4.935 -0.006
C 3.740 -1.155 -4.220 -0.016
N 1.818 -3.264 -0.739 0.014
C 0.461 -5.538 1.947 -0.227
C 0.620 -6.889 1.678 -0.022
C 0.568 -7.847 2.688 -0.018
C 0.350 -7.444 3.999 -0.290
O 0.268 -8.304 5.057 -0.090
C 0.268 -9.684 4.754 -0.099
C 0.210 -6.092 4.292 0.002
C 0.266 -5.156 3.275 -0.014
H -9.269 -6.395 -4.433 0.087
H -7.533 -6.770 -4.449 0.091
H -8.170 -5.453 -5.465 0.093
H -7.621 -3.634 -1.407 0.118
H -5.422 -2.663 -0.811 0.093
H -3.711 -4.395 -4.313 0.127
H -5.889 -5.342 -4.930 0.098
H -4.061 -4.800 -0.177 0.101
H -2.180 -5.585 1.537 0.107
H 3.100 -5.349 1.519 0.108
H 4.922 -4.327 -0.163 0.104
H 4.756 -4.185 -4.052 0.127
H 7.106 -4.722 -4.529 0.097
H 10.640 -4.702 -4.119 0.087
H 9.232 -4.277 -5.114 0.091
H 9.127 -5.621 -3.953 0.093
H 8.323 -2.231 -1.267 0.117
H 5.950 -1.724 -0.780 0.117
H 1.054 2.086 -5.256 0.117
H 0.964 3.343 -7.391 0.118
H -0.686 2.797 -11.434 0.087
H -1.595 1.628 -10.454 0.092
H -0.048 1.156 -11.198 0.091
H -0.673 -0.107 -9.326 0.099
H -0.586 -1.334 -7.201 0.124
H -2.477 -0.075 -5.737 0.107
H -4.241 -1.505 -4.334 0.108
H 2.905 0.047 -5.842 0.101
H 4.801 -1.179 -4.421 0.105
H 0.782 -7.204 0.653 0.127
H 0.685 -8.892 2.433 0.097
H -0.563 -9.945 4.093 0.094
H 0.155 -10.207 5.699 0.087
H 1.205 -9.997 4.286 0.089
H 0.051 -5.798 5.322 0.117
H 0.145 -4.103 3.510 0.118
C -5.062 0.170 -0.386 -0.301
As -3.192 -0.239 0.105 1.186
C -3.562 -1.229 1.758 -0.291
C -2.793 1.545 0.836 -0.423
C -3.555 2.118 1.850 -0.128
C -3.224 3.359 2.381 -0.103
C -2.109 4.034 1.898 -0.088
C -1.356 3.481 0.871 -0.107
C -1.696 2.247 0.322 -0.409
As -0.670 1.454 -1.153 1.170
C 0.389 3.018 -1.689 -0.293
C -2.057 1.794 -2.520 -0.306
H -5.663 0.388 0.497 0.017
H -5.506 -0.662 -0.934 -0.014
H -5.055 1.046 -1.035 0.019
H -3.790 -0.562 2.587 0.014
H -2.677 -1.818 2.000 0.005
H -4.398 -1.906 1.586 0.014
H -4.416 1.589 2.245 0.087
H -3.828 3.790 3.172 0.093
H -1.822 4.989 2.323 0.100
H -0.475 4.009 0.528 0.073
H -0.269 3.814 -2.036 0.029
H 1.048 2.713 -2.503 0.017
H 1.004 3.384 -0.867 -0.003
H -2.561 2.738 -2.315 0.029
H -2.783 0.984 -2.543 -0.015
H -1.575 1.841 -3.497 0.013
C -0.254 1.038 4.052 -0.041
O -0.670 0.387 2.851 -0.029
C 0.106 -0.540 2.286 -0.586
O -0.270 -1.086 1.266 -0.018
N 1.256 -0.867 2.958 0.017
N 2.123 -1.802 2.363 0.082
H -1.069 1.708 4.308 0.091
H 0.654 1.623 3.893 0.064
H -0.095 0.311 4.849 0.094
H 1.766 -0.098 3.367 0.102
H 2.317 -1.513 1.405 0.062
H 1.613 -2.672 2.280 0.045
O 1.871 3.882 1.553 -0.311
S 2.453 2.578 1.744 0.627
O 2.677 2.166 3.115 -0.327
N 1.645 1.433 0.951 -0.044
C 2.409 0.804 0.052 -0.529
O 2.050 -0.168 -0.632 -0.142
C 3.786 1.405 -0.075 -0.118
C 4.794 1.033 -0.942 0.004
C 6.001 1.721 -0.868 -0.065
C 6.178 2.757 0.049 -0.079
C 5.155 3.134 0.911 -0.039
C 3.966 2.437 0.824 -0.208
H 4.620 0.234 -1.651 0.105
H 6.816 1.449 -1.529 0.103
H 7.130 3.274 0.092 0.100
H 5.280 3.948 1.614 0.117
```

Its charge is -1. The value obtained for the energy above the lowest of the compared OMol25 structures with the same formula, charge and spin is 0.0 kJ/mol. As for the HOMO energy: -4.1 eV. The energy is -250300.017 eV. The value obtained for the molar mass is 1331.3 g mol⁻¹.

***

[2]
A structure of composition C67H65BrF3N6OSbSn in a non-equilibrium geometry. Source: OMol25; level of theory: the ωB97M-V functional and the def2-TZVPD basis.

```
145
Properties=species:S:1:pos:R:3:lowdin_charge:R:1
Sn 0.314 0.177 -0.892 1.368
C 0.298 4.806 -1.118 -0.062
C 1.333 3.749 -1.510 -0.363
C 2.354 4.385 -2.461 -0.026
C 2.080 3.120 -0.316 -0.129
C 2.266 3.951 0.734 0.039
C 3.111 2.298 2.469 -0.228
C 3.981 1.531 1.520 0.022
C 3.735 1.219 0.223 -0.128
C 4.643 0.073 -0.270 -0.343
C 5.203 0.066 -1.690 -0.052
C 3.956 -1.267 0.037 -0.044
C 2.646 1.793 -0.522 -0.183
N 2.108 1.063 -1.612 -0.102
C 2.599 1.014 -2.784 -0.087
C 2.116 0.127 -3.817 -0.206
C 3.025 -0.255 -4.816 -0.028
C 2.689 -1.169 -5.790 -0.059
C 1.383 -1.675 -5.797 -0.045
C 0.455 -1.212 -4.886 -0.008
C 0.789 -0.284 -3.883 -0.292
N -0.179 0.272 -3.037 -0.079
C -1.425 0.500 -3.715 -0.221
C -1.448 1.480 -4.732 -0.150
C -2.626 1.700 -5.433 -0.032
C -3.781 0.989 -5.150 -0.056
C -3.752 0.042 -4.146 -0.028
C -2.590 -0.212 -3.418 -0.147
C -2.627 -1.323 -2.388 -0.376
C -2.764 -2.697 -3.054 -0.028
C -3.747 -1.108 -1.368 -0.044
C -0.246 2.336 -5.102 -0.358
C 0.221 2.044 -6.531 -0.037
C -0.556 3.830 -4.944 -0.048
H -0.356 5.012 -1.965 0.074
H 0.767 5.753 -0.850 0.089
H -0.313 4.478 -0.276 0.067
H 0.802 2.955 -2.041 0.094
H 2.897 5.177 -1.941 0.097
H 1.855 4.827 -3.322 0.079
H 3.087 3.670 -2.827 0.065
H 1.898 4.962 0.618 0.119
H 3.608 2.334 3.444 0.163
H 4.859 1.090 1.973 0.127
H 5.520 0.140 0.373 0.125
H 4.538 -0.438 -2.392 0.053
H 6.138 -0.496 -1.689 0.095
H 5.432 1.069 -2.049 0.089
H 2.946 -1.292 -0.386 0.032
H 3.876 -1.421 1.114 0.085
H 4.526 -2.098 -0.381 0.093
H 3.434 1.656 -3.060 0.136
H 4.024 0.161 -4.799 0.123
H 3.413 -1.478 -6.530 0.112
H 1.092 -2.412 -6.534 0.119
H -0.565 -1.566 -4.928 0.115
H -2.640 2.445 -6.219 0.117
H -4.689 1.167 -5.712 0.113
H -4.644 -0.534 -3.939 0.114
H -1.677 -1.319 -1.855 0.050
H -3.708 -2.773 -3.596 0.090
H -2.738 -3.493 -2.305 0.074
H -1.954 -2.876 -3.761 0.073
H -4.717 -1.022 -1.855 0.081
H -3.583 -0.194 -0.790 0.078
H -3.804 -1.951 -0.677 0.071
H 0.579 2.108 -4.428 0.105
H -0.503 2.409 -7.262 0.086
H 0.351 0.973 -6.691 0.074
H 1.175 2.536 -6.728 0.087
H -1.394 4.136 -5.570 0.081
H 0.310 4.421 -5.243 0.082
H -0.795 4.083 -3.908 0.052
C -2.730 -2.498 2.026 -0.045
C -1.919 -1.510 1.452 -0.225
N -1.037 -1.757 0.507 -0.010
C -0.882 -3.029 0.079 -0.176
C -1.662 -4.082 0.577 -0.136
C -2.608 -3.784 1.576 0.021
C -1.501 -5.409 0.057 -0.002
C -0.585 -5.660 -0.896 0.003
C 0.261 -4.614 -1.396 -0.129
C 1.248 -4.872 -2.364 0.025
C 2.048 -3.854 -2.795 -0.002
C 1.838 -2.573 -2.273 -0.124
N 0.899 -2.283 -1.389 0.055
C 0.119 -3.301 -0.928 -0.139
H -3.447 -2.230 2.789 0.105
H -2.008 -0.482 1.777 0.076
H -3.231 -4.577 1.970 0.132
H -2.136 -6.196 0.442 0.126
H -0.464 -6.656 -1.301 0.127
H 1.367 -5.878 -2.746 0.132
H 2.829 -4.011 -3.525 0.123
H 2.464 -1.758 -2.598 0.092
C -4.114 4.103 -2.612 -0.013
C -3.353 3.601 -1.418 -0.218
C -3.719 3.912 -0.116 0.007
C -2.964 3.445 0.948 -0.078
C -1.866 2.664 0.650 -0.648
Br -0.746 2.096 2.095 1.035
N -1.494 2.323 -0.572 -0.022
C -2.227 2.804 -1.583 -0.088
H -5.110 4.439 -2.329 0.087
H -4.203 3.324 -3.368 0.073
H -3.592 4.946 -3.069 0.093
H -4.585 4.534 0.075 0.129
H -3.215 3.680 1.971 0.104
H -1.895 2.537 -2.574 0.098
F 2.141 -1.403 9.824 0.105
C 1.654 -1.060 8.633 -0.261
C 0.589 -1.781 8.119 0.018
C 0.083 -1.418 6.884 -0.109
C 0.648 -0.348 6.189 -0.347
C 1.730 0.352 6.717 -0.101
C 2.235 -0.004 7.957 0.021
Sb -0.190 0.235 4.355 1.683
C -2.183 0.670 4.861 -0.371
C -2.579 1.994 5.035 -0.123
C -3.877 2.271 5.432 0.023
C -4.746 1.215 5.645 -0.261
F -5.997 1.481 6.019 0.104
C -4.370 -0.107 5.478 0.018
C -3.075 -0.380 5.074 -0.124
C 0.993 1.854 3.739 -0.631
C 1.005 3.026 4.528 -0.133
C 1.636 4.253 4.221 0.007
C 2.383 4.585 3.137 -0.197
F 2.782 5.866 3.059 0.100
C 2.953 3.749 2.041 -0.180
C 1.809 1.567 2.683 -0.185
H 0.173 -2.602 8.686 0.133
H -0.750 -1.974 6.472 0.099
H 2.182 1.173 6.175 0.095
H 3.066 0.524 8.404 0.133
H -1.891 2.811 4.860 0.087
H -4.219 3.285 5.583 0.133
H -5.083 -0.895 5.675 0.133
H -2.775 -1.411 4.926 0.093
H 0.417 3.030 5.439 0.103
H 1.469 5.065 4.920 0.133
H 3.968 4.154 1.901 0.182
H 1.614 0.720 2.037 0.051
O -0.025 -2.398 2.858 0.004
N 0.204 -1.272 2.628 -0.035
```

Its charge is +2. The value obtained for the energy above the lowest of the compared OMol25 structures with the same formula, charge and spin is 498.4 kJ/mol. As for the HOMO energy (spin up / spin down): -11.8 / -11.7 eV. The energy is -172066.591 eV. The value obtained for the molar mass is 1347.7 g mol⁻¹.